No. 1
C17H24N3O6Pd | ωB97M-V with the def2-TZVPD basis set

Orbital gap (alpha / beta) in eV: 8.89 / 7.32
Expectation value of S²: 2.005
Net charge: +1
Spin multiplicity: 3
Relative energy (zero: lowest compared OMol25 entry of this formula, charge and spin) in eV: 0.097

Atoms and positions in Å:
1 Pd -0.90477 0.18663 0.61395
2 C -1.97133 -0.55283 5.06764
3 C -2.29752 -0.23259 3.64388
4 C -3.72847 -0.09599 3.23300
5 O -1.52306 0.70447 3.06133
6 C -1.85334 -2.00578 2.61473
7 O -1.97283 -2.85512 3.42252
8 O -1.63015 -1.69726 1.47109
9 H -2.20169 0.32610 5.67735
10 H -0.91364 -0.79143 5.18963
11 H -2.55977 -1.39366 5.42291
12 H -4.16008 0.76067 3.76076
13 H -4.30118 -0.98252 3.49886
14 H -3.80485 0.08994 2.16243
15 H -0.61482 0.67456 3.40582
16 N 3.95609 -2.19093 2.05808
17 C 2.97472 -1.57163 2.94160
18 C 1.84717 -0.95528 2.12743
19 O 0.98450 -0.25687 2.60990
20 O 1.87075 -1.26037 0.84126
21 H 4.22189 -3.11626 2.36265
22 H 4.79714 -1.63664 1.97186
23 H 2.68492 -1.81397 0.73143
24 H 3.38021 -0.79862 3.59460
25 H 2.51244 -2.32003 3.58691
26 C 1.49282 0.68746 -4.45570
27 N 1.32651 1.47052 -3.24655
28 N 0.37948 1.16548 -2.29448
29 C 0.56758 1.96223 -1.19468
30 O -0.25761 1.97558 -0.24104
31 C 1.74360 2.70934 -1.44764
32 C 2.16553 2.38208 -2.71445
33 C 3.34893 2.86140 -3.47878
34 C -0.79564 0.39587 -2.53266
35 C -0.89996 -0.83592 -1.89077
36 C -2.05894 -1.58596 -2.04095
37 C -3.08339 -1.11111 -2.84825
38 C -2.96006 0.11093 -3.49665
39 C -1.81608 0.87909 -3.33363
40 H 0.78527 -0.13683 -4.43998
41 H 2.50162 0.28023 -4.51044
42 H 1.29921 1.29531 -5.33854
43 H 2.17763 3.43654 -0.78549
44 H 3.89033 3.59944 -2.89356
45 H 3.04701 3.31997 -4.42110
46 H 4.02796 2.03883 -3.70955
47 H -0.05419 -1.19982 -1.31110
48 H -2.15187 -2.54184 -1.54337
49 H -3.98354 -1.69708 -2.97632
50 H -3.76527 0.47538 -4.11997
51 H -1.71926 1.84826 -3.80594



No. 2
C17H25BN6OPt | ωB97M-V with the def2-TZVPD basis set

Orbital gap (alpha / beta) in eV: 9.43 / 4.93
Expectation value of S²: 6.018
Net charge: +2
Spin multiplicity: 5

Atoms and positions in Å:
1 Pt -0.11413 0.23463 1.63931
2 C -1.86972 -2.87407 2.14048
3 C -1.54176 -2.46948 0.74521
4 C -1.85207 -3.11498 -0.45308
5 C -1.32639 -2.33551 -1.46581
6 C -1.37720 -2.54576 -2.93902
7 N -0.72513 -1.26813 -0.89256
8 N -0.86135 -1.35972 0.46063
9 B -0.05866 -0.05462 -1.52683
10 N 1.45868 -0.02909 -1.00550
11 N 1.71054 0.12660 0.38541
12 C 2.99204 0.13858 0.58592
13 C 3.65639 0.30789 1.89842
14 C 3.64370 -0.02917 -0.68974
15 C 2.57652 -0.12698 -1.66140
16 C 2.71210 -0.30700 -3.12669
17 N -0.69581 1.26222 -1.08748
18 N -0.83936 1.56103 0.23669
19 C -1.49076 2.72015 0.34626
20 C -1.80970 3.34015 1.65989
21 C -1.77746 3.18424 -0.93838
22 C -1.26733 2.24745 -1.81681
23 C -1.30740 2.23410 -3.30484
24 H -2.52299 -3.74281 2.13087
25 H -0.96878 -3.14147 2.69392
26 H -2.38969 -2.07346 2.66967
27 H -2.39810 -4.03570 -0.56618
28 H -1.91903 -3.46290 -3.15544
29 H -1.88839 -1.72339 -3.43933
30 H -0.37799 -2.63669 -3.36545
31 H -0.02313 -0.14539 -2.70959
32 H 2.93091 0.45082 2.69306
33 H 4.26704 -0.56797 2.12359
34 H 4.32118 1.17259 1.86337
35 H 4.70349 -0.07177 -0.89031
36 H 3.75899 -0.28845 -3.41637
37 H 2.27838 -1.26174 -3.42887
38 H 2.17695 0.47901 -3.65949
39 H -1.52273 2.68970 2.48771
40 H -1.28736 4.29001 1.77193
41 H -2.87824 3.53732 1.73648
42 H -2.29870 4.08988 -1.19695
43 H -1.81416 3.12696 -3.66185
44 H -0.30452 2.22161 -3.73189
45 H -1.84842 1.36412 -3.67688
46 C -0.19792 0.09928 4.89034
47 C 0.36052 -0.47872 3.62527
48 O 1.07034 -1.41428 3.48235
49 H 0.36567 -0.27298 5.74463
50 H -1.23796 -0.23157 4.95544
51 H -0.19112 1.18548 4.83990



no.,E_tot (hartree)
1,-1405.55297
2,-1210.14096